Version a
The following is a DFT calculation (ωB97M-V/def2-TZVPD) of a single C4H9NO3 molecule.

ORCA input file:
```
! RIJCOSX wB97M-V def2-TZVPD def2/J DEFGRID3
* xyz 0 1
C -1.8853 0.0217 -0.5029
O -0.4103 -0.4737 1.4716
N 1.6327 -1.2535 -0.6901
C -0.6533 -0.7132 -0.0130
O 2.1782 0.8951 0.9833
H -0.7272 -1.7967 -0.1655
H -2.7694 -0.3237 0.0314
C 0.6556 -0.1930 -0.5821
H 0.7930 2.7449 0.8250
O 0.3389 2.0241 0.3612
C 1.0914 0.9020 0.4624
H 0.5068 0.2900 -1.5513
H 2.5403 -0.8525 -0.9077
H -1.2377 -0.5042 1.9670
H -1.7756 1.0908 -0.3386
H 1.7390 -1.6987 0.2173
H -2.0169 -0.1594 -1.5682
*
```

Computed properties:
**Frontier orbital gap**: 10.34 eV
**LUMO level**: 0.73 eV



Version b
The following is a DFT calculation (ωB97M-V/def2-TZVPD) of a single C4H9NO3 molecule.

ORCA input file:
```
! RIJCOSX wB97M-V def2-TZVPD def2/J DEFGRID3
* xyz 0 1
O 2.3702 0.2868 0.0269
H 1.9380 -2.2104 0.7602
O -1.8793 0.5036 1.0248
H -2.7192 -1.1997 -0.1673
H 1.4298 -1.7676 -0.9858
H 2.4382 1.0739 0.5741
O -1.8909 -1.0237 -0.6659
H 0.2519 -2.2583 0.3985
N 0.0318 1.8914 -0.4586
H 0.0915 0.0422 -1.4907
H 0.8826 -0.0060 1.3895
H -0.1838 2.2926 0.4362
C 0.0074 0.4356 -0.4762
C -1.3270 -0.0094 0.0374
H 0.9761 2.1864 -0.7398
C 1.1703 -1.7700 0.1077
C 1.1281 -0.2439 0.3227
*
```

Computed properties:
**Frontier orbital gap**: 10.34 eV
**LUMO level**: 0.68 eV



Version c
The following is a DFT calculation (ωB97M-V/def2-TZVPD) of a molecular structure, C4H9NO3.

ORCA input file:
```
! RIJCOSX wB97M-V def2-TZVPD def2/J DEFGRID3
* xyz 0 1
H -2.2454 2.2611 0.2465
N -0.3528 -1.9131 1.5393
H -1.5431 2.6706 -1.3439
H -1.0300 -1.8287 -0.4988
C -1.3848 2.1329 -0.4131
H 0.9536 -1.6184 1.2151
H 3.1355 -0.1521 0.3481
C 2.1641 -0.1173 -0.1589
O -0.9510 -0.0051 0.4781
H 1.6525 0.8051 0.1583
C -0.7308 -1.3415 0.4261
H 2.3505 -0.0447 -1.2349
O 1.4049 -1.2634 0.1122
H -0.5099 2.5233 0.1086
C -1.1902 0.6762 -0.7042
H -0.4600 -2.9207 1.4898
O -1.2632 0.1359 -1.7683
*
```

Computed properties:
**Frontier orbital gap**: 10.03 eV
**LUMO level**: 0.67 eV



version b is the most stable structure; the next one sits 6.9 kJ/mol above it.